# C32H45BBr2N9O2ReS3Se

A molecular structure, C32H45BBr2N9O2ReS3Se in a non-equilibrium geometry (ωB97M-V/def2-TZVPD, the Open Molecules 2025 dataset).

Summary:
E_LUMO (spin up / spin down) in eV: -3.6515 / -3.6715
Total charge: +1
E in eV: -292162.7627
HOMO level (spin up / spin down) in hartree: -0.35471 / -0.35413
Spin multiplicity: 2

Atoms and positions in Å:
Re (-0.066557, 0.395795, 0.984623)
C (3.463560, 1.095598, -1.791496)
C (4.558180, 1.176919, -0.741729)
C (4.726933, 2.646632, -0.341900)
C (5.849197, 0.609822, -1.339053)
N (4.243128, 0.414679, 0.476113)
C (5.117021, 0.441830, 1.531349)
C (4.580093, -0.291274, 2.530872)
N (3.382063, -0.779978, 2.100693)
B (2.545747, -1.659804, 3.056733)
N (1.718487, -0.786352, 4.040381)
C (1.401821, -1.226572, 5.295264)
C (0.820651, -0.208684, 5.973098)
N (0.773932, 0.873268, 5.138440)
C (1.304376, 0.487670, 3.958214)
S (1.410352, 1.466500, 2.545623)
C (0.219723, 2.198267, 5.467263)
C (-1.038586, 2.417207, 4.623677)
C (-0.143130, 2.248306, 6.949989)
C (1.293407, 3.259437, 5.207326)
N (1.693461, -2.674068, 2.275411)
C (2.271289, -3.799016, 1.759562)
C (1.293775, -4.567099, 1.232064)
N (0.099839, -3.924663, 1.431427)
C (0.374800, -2.750575, 2.036843)
S (-0.707431, -1.474457, 2.437257)
C (-1.164732, -4.575313, 1.040853)
C (-2.389216, -3.803652, 1.520249)
C (-1.187122, -4.691142, -0.483486)
C (-1.182205, -5.971212, 1.680895)
C (3.181471, -0.330567, 0.847965)
S (1.785951, -0.770395, -0.091890)
H (3.749798, 1.727653, -2.628080)
H (2.522440, 1.458844, -1.390451)
H (3.331932, 0.081630, -2.156534)
H (4.862808, 3.240978, -1.239965)
H (5.586930, 2.811416, 0.299759)
H (3.836494, 3.001984, 0.172886)
H (6.090897, 1.164094, -2.241255)
H (5.711424, -0.436002, -1.607523)
H (6.691023, 0.685597, -0.656045)
H (6.044418, 0.971797, 1.508865)
H (4.958862, -0.522898, 3.502187)
H (3.317130, -2.285220, 3.713394)
H (1.605808, -2.227475, 5.612399)
H (0.453597, -0.184385, 6.975313)
H (-1.800638, 1.684714, 4.883125)
H (-0.833074, 2.321238, 3.560894)
H (-1.438288, 3.409790, 4.804004)
H (-0.913909, 1.527222, 7.202369)
H (-0.525702, 3.237038, 7.185910)
H (0.736385, 2.074576, 7.565058)
H (1.563204, 3.312753, 4.157696)
H (2.186904, 3.022920, 5.781261)
H (0.935557, 4.237761, 5.517264)
H (3.325549, -3.960210, 1.813659)
H (1.365648, -5.512077, 0.735081)
H (-2.502003, -2.873824, 0.970567)
H (-2.323740, -3.586519, 2.583706)
H (-3.271983, -4.411927, 1.341951)
H (-1.086605, -3.716051, -0.952592)
H (-2.130015, -5.133099, -0.796438)
H (-0.383686, -5.326385, -0.841027)
H (-1.005915, -5.911568, 2.753847)
H (-0.439681, -6.627938, 1.234729)
H (-2.156041, -6.423593, 1.515781)
Br (0.097323, 2.433050, -0.543329)
C (-1.656311, 3.085178, -1.084861)
Br (-2.362301, 2.110725, -2.604819)
H (-1.545303, 4.133130, -1.352853)
H (-2.317800, 2.945387, -0.235980)
Se (0.499832, -0.659620, -3.335454)
C (1.457173, 0.058977, -4.814280)
C (1.892162, 1.383556, -4.795103)
C (2.673881, 1.838829, -5.841333)
N (3.007281, 1.085419, -6.873233)
C (2.575347, -0.162134, -6.909478)
C (1.795815, -0.727391, -5.913170)
H (1.617932, 2.033970, -3.977211)
H (3.049564, 2.854819, -5.856910)
H (2.866721, -0.731443, -7.781755)
H (1.453772, -1.746587, -5.991232)
C (-4.820592, 0.822977, 1.703126)
N (-3.978620, 0.193529, 0.710190)
C (-4.455905, -0.626074, -0.275094)
C (-3.638430, -1.228380, -1.157726)
C (-2.197564, -1.056153, -1.060488)
O (-1.372742, -1.622897, -1.763563)
N (-1.799038, -0.196808, -0.072891)
C (-2.633026, 0.397966, 0.772668)
O (-2.113503, 1.152005, 1.636326)
H (-5.836190, 0.445785, 1.610045)
H (-4.820027, 1.907028, 1.565356)
H (-4.436065, 0.593161, 2.697804)
H (-5.528581, -0.760084, -0.287344)
H (-4.016747, -1.859879, -1.943230)

Cartesian forces, eV/Å:
Re 0.089 -0.285 1.921
C 0.084 0.040 0.084
C 0.179 0.387 -0.753
C -0.019 -0.134 -0.028
C -0.149 0.028 0.088
N -0.396 -0.368 0.475
C 0.187 -0.174 0.825
C 0.512 0.357 -0.206
N 0.257 0.064 -0.243
B -0.299 0.218 -0.403
N 0.077 0.540 0.319
C -0.127 0.088 0.305
C 0.039 -0.537 0.217
N 0.348 -0.689 -0.424
C -0.238 0.151 0.202
S -0.347 -0.023 -1.577
C -0.331 0.770 0.051
C 0.096 -0.065 -0.047
C 0.122 -0.115 -0.177
C -0.028 -0.092 -0.044
N -0.407 -0.312 0.068
C -0.115 -0.494 -0.264
C 0.766 -0.122 0.044
N 0.468 0.460 0.204
C -0.072 0.254 0.320
S -0.046 0.913 -0.257
C -0.676 -0.350 -0.242
C 0.119 -0.038 -0.085
C -0.013 0.097 0.124
C 0.018 0.155 -0.044
C -0.629 -0.689 -0.024
S -0.193 0.210 -0.701
H 0.126 0.055 -0.048
H -0.065 -0.035 -0.161
H -0.097 -0.007 -0.071
H 0.047 0.079 -0.100
H 0.105 0.007 0.101
H -0.098 0.037 0.059
H 0.058 0.057 -0.089
H -0.002 -0.071 -0.019
H 0.090 0.023 0.059
H 0.163 0.094 -0.090
H 0.147 -0.023 0.252
H 0.155 -0.103 0.179
H 0.125 -0.189 0.074
H -0.058 -0.001 0.181
H -0.067 -0.079 0.051
H -0.033 0.053 0.047
H -0.038 0.161 0.098
H -0.131 -0.106 0.069
H -0.020 0.081 -0.055
H 0.059 -0.020 0.147
H 0.002 0.104 0.035
H 0.105 0.016 0.082
H -0.098 0.046 0.057
H 0.279 -0.091 -0.002
H -0.019 -0.118 -0.030
H -0.054 0.026 0.082
H -0.132 -0.002 0.031
H -0.033 -0.145 -0.058
H -0.021 0.079 -0.029
H -0.087 -0.062 -0.023
H 0.137 -0.138 -0.077
H -0.006 -0.004 0.067
H 0.071 -0.059 0.031
H -0.082 -0.036 -0.025
Br 0.531 0.453 -0.405
C -0.357 -0.386 -0.184
Br 0.119 0.326 0.331
H 0.112 -0.199 0.044
H 0.061 0.046 -0.056
Se 0.344 0.244 -0.437
C -0.062 -0.096 0.208
C -0.096 -0.071 -0.002
C -0.100 0.206 0.263
N 0.473 0.252 -0.474
C -0.248 -0.277 -0.046
C 0.056 0.124 0.025
H -0.003 0.054 0.047
H -0.029 0.085 0.044
H -0.020 -0.137 -0.045
H 0.041 -0.151 0.051
C -0.153 0.286 0.325
N 0.460 0.073 -0.011
C 0.023 -0.350 -0.435
C -0.144 0.065 0.062
C 0.082 -0.172 -0.396
O -0.489 -0.237 0.330
N 0.129 0.527 0.254
C -0.975 -0.255 -0.352
O 0.638 -0.197 0.362
H 0.050 -0.007 -0.045
H -0.052 -0.103 0.076
H -0.090 0.061 -0.050
H -0.006 0.030 -0.026
H -0.096 -0.072 -0.010